# 1
{
  "formula": "C2H3N3O3",
  "method": "ωB97M-V/def2-TZVPD",
  "symbols": ["C", "C", "N", "N", "N", "O", "O", "O", "H", "H", "H"],
  "coordinates": [[-0.514, -0.600, 0.685], [-0.300, -1.061, -0.825], [-1.684, 0.222, 0.892], [0.318, -2.429, -0.743], [0.815, -0.258, -1.420], [-1.581, 1.190, 1.653], [0.694, -2.840, -1.814], [1.428, -0.787, -2.333], [0.402, -0.168, 0.800], [-0.757, -1.405, 1.417], [-1.024, -0.899, -1.601]],
  "forces_ev_per_angstrom": [[-1.688, -1.451, -1.975], [0.426, -1.483, 1.439], [-0.923, 2.843, 1.095], [-0.001, -0.491, -0.887], [2.314, 0.169, -2.137], [0.390, -2.506, -1.789], [-1.123, -0.428, 1.183], [-1.454, 2.107, 2.296], [2.397, 1.642, 1.684], [0.695, -0.088, -0.899], [-1.033, -0.313, -0.009]],
  "mulliken_charge": [-0.416, 0.173, -0.055, -0.034, 0.031, -0.282, -0.303, -0.263, 0.423, 0.319, 0.406],
  "orbital_gap_ev": [7.837, 7.787],
  "e_tot_ha": -467.69698,
  "homo_ev": [-9.3, -9.3],
  "smiles": "O=NCC(N=O)N=O"
}

---

# 2
{
  "formula": "C2H3N3O3",
  "method": "ωB97M-V/def2-TZVPD",
  "symbols": ["C", "C", "H", "H", "H", "N", "N", "N", "O", "O", "O"],
  "coordinates": [[-0.891, -1.201, -0.129], [1.240, -0.121, 0.260], [-0.166, 2.875, -0.024], [-1.740, 0.866, -0.243], [0.782, -2.218, 0.645], [0.206, 0.746, 0.014], [-0.885, 0.266, -0.494], [0.484, -1.335, 0.044], [0.514, 1.950, -0.564], [-1.857, -1.910, -0.173], [2.314, 0.082, 0.665]],
  "forces_ev_per_angstrom": [[-0.001, 3.742, -1.752], [-4.644, -1.031, -0.443], [3.042, -4.329, -2.023], [1.489, -1.627, -0.261], [-0.605, 2.420, -2.027], [3.515, 4.547, 1.501], [-5.869, -3.302, -0.849], [1.505, -4.837, 3.099], [-2.127, 4.529, 1.934], [1.268, -0.050, 0.503], [2.427, -0.063, 0.320]],
  "mulliken_charge": [0.332, 0.224, 0.371, 0.273, 0.313, 0.421, -0.248, -0.141, -0.537, -0.516, -0.492],
  "orbital_gap_ev": 8.757,
  "e_tot_ha": -467.87526,
  "homo_ev": -9.0
}

---

# 3
{
  "formula": "C2H3N3O3",
  "method": "ωB97M-V/def2-TZVPD",
  "symbols": ["C", "C", "H", "H", "H", "N", "N", "N", "O", "O", "O"],
  "coordinates": [[-0.136, 0.314, -0.035], [1.828, -0.380, 0.032], [-3.050, -0.710, 0.269], [-1.431, -1.572, 0.046], [0.343, 2.115, 0.401], [-2.114, -0.699, -0.120], [-1.352, 0.452, -0.129], [0.646, 1.476, -0.215], [1.954, 0.965, -0.027], [2.696, -1.132, -0.137], [0.617, -0.828, -0.085]],
  "forces_ev_per_angstrom": [[-0.724, 1.222, -1.465], [2.302, 0.174, -1.980], [0.675, 0.430, 0.179], [-2.937, 2.209, -0.191], [-0.278, 3.147, 3.243], [2.916, -2.987, -0.415], [-3.084, -0.719, 1.038], [1.107, -3.867, -3.265], [0.094, 0.530, 1.180], [3.347, -1.308, 0.746], [-3.418, 1.169, 0.928]],
  "mulliken_charge": [0.406, 0.648, 0.223, 0.282, 0.266, -0.414, -0.307, -0.132, -0.182, -0.475, -0.315],
  "orbital_gap_ev": 9.298,
  "e_tot_ha": -467.87984,
  "homo_ev": -8.8,
  "smiles": "N/N=c1/[nH]oc(=O)o1"
}

---

# 4
{
  "formula": "C2H3N3O3",
  "method": "ωB97M-V/def2-TZVPD",
  "symbols": ["C", "C", "H", "H", "H", "N", "N", "N", "O", "O", "O"],
  "coordinates": [[0.436, -0.719, 0.114], [-1.291, 0.628, -0.406], [0.061, -2.490, 1.242], [1.753, -2.409, 0.353], [0.275, 2.827, -0.273], [0.715, -1.921, 0.617], [1.037, 0.378, -0.052], [-0.031, 1.120, -0.447], [0.346, 2.258, -1.111], [-2.339, 1.149, -0.205], [-0.963, -0.821, 0.168]],
  "forces_ev_per_angstrom": [[-3.582, -4.169, 3.377], [0.399, -1.540, 3.830], [1.378, 1.636, -1.791], [-4.090, 1.948, 1.387], [0.535, 0.156, -2.366], [6.458, -4.786, 0.260], [-0.005, -1.071, -1.026], [-0.069, 1.150, -1.604], [-1.150, 1.620, 2.650], [-0.204, -0.237, -1.536], [0.331, 5.292, -3.179]],
  "mulliken_charge": [0.482, 0.436, 0.252, 0.280, 0.390, -0.449, -0.677, 0.562, -0.378, -0.489, -0.409],
  "orbital_gap_ev": 9.420,
  "e_tot_ha": -467.85381,
  "homo_ev": -9.0
}

---

# 5
{
  "formula": "C2H3N3OS",
  "method": "ωB97M-V/def2-TZVPD",
  "symbols": ["C", "C", "N", "N", "N", "O", "S", "H", "H", "H"],
  "coordinates": [[0.065, 0.621, -1.784], [0.612, -0.192, 0.371], [1.253, 0.339, -1.391], [-1.046, 0.623, -0.998], [-0.632, 0.195, 0.304], [1.235, -0.923, 1.228], [0.164, -1.453, 2.521], [-0.084, 1.018, -2.790], [-1.343, -0.253, 0.839], [1.045, -2.560, 2.860]],
  "forces_ev_per_angstrom": [[-2.185, 0.858, 1.502], [0.884, 2.022, -5.267], [-0.010, -1.972, 4.400], [0.256, 0.050, -0.141], [1.528, -0.578, -2.135], [-0.495, -0.285, 1.310], [2.154, -1.690, 0.302], [0.071, -0.221, 0.126], [-0.755, 0.084, 0.478], [-1.448, 1.732, -0.575]],
  "mulliken_charge": [0.086, 0.449, -0.453, -0.771, 0.191, -0.283, -0.111, 0.386, 0.282, 0.223],
  "orbital_gap_ev": 7.221,
  "e_tot_ha": -715.52534,
  "homo_ev": -8.3
}

---

# 6
{
  "formula": "C2H3N3OS",
  "method": "ωB97M-V/def2-TZVPD",
  "symbols": ["C", "C", "N", "N", "N", "O", "S", "H", "H", "H"],
  "coordinates": [[-0.921, -0.591, 1.269], [0.067, 0.095, -0.431], [0.292, -0.495, 0.705], [-1.912, -0.206, 0.532], [-1.260, 0.233, -0.645], [2.557, 0.157, -0.764], [1.246, 0.580, -1.577], [-1.093, -0.928, 2.366], [-1.799, 0.542, -1.477], [2.822, 0.611, 0.023]],
  "forces_ev_per_angstrom": [[-0.816, -0.739, 2.318], [-1.273, -0.679, -0.727], [1.509, 0.521, 0.728], [-0.525, 0.651, -1.645], [-0.963, -0.079, 0.888], [1.188, -1.473, -1.003], [0.190, 0.721, -0.261], [0.362, 0.460, -2.313], [0.743, -0.344, 1.281], [-0.415, 0.962, 0.734]],
  "mulliken_charge": [0.047, 0.452, -0.494, -0.575, 0.072, -0.439, 0.030, 0.336, 0.228, 0.343],
  "orbital_gap_ev": 9.215,
  "e_tot_ha": -715.66408,
  "homo_ev": -8.9,
  "smiles": "OSc1ncn[nH]1"
}

---

# 7
{
  "formula": "C2H3N3OS",
  "method": "ωB97M-V/def2-TZVPD",
  "symbols": ["C", "C", "H", "H", "H", "N", "N", "N", "O", "S"],
  "coordinates": [[1.869, 0.777, 1.307], [-0.324, 0.056, -0.087], [2.277, 1.502, 2.008], [1.898, -0.237, 1.754], [2.450, 0.776, 0.404], [-1.512, -0.044, -0.631], [-1.411, -1.158, -1.426], [-0.281, -1.700, -1.373], [0.495, -0.903, -0.480], [0.161, 1.280, 1.023]],
  "forces_ev_per_angstrom": [[-0.139, -0.794, 0.726], [-0.495, -0.270, -0.409], [-0.026, -0.051, -0.014], [0.007, 0.682, -0.193], [0.174, 0.112, -0.447], [0.479, -0.252, -0.042], [0.651, -0.232, 0.193], [-0.848, 0.756, 0.112], [0.153, -0.050, 0.091], [0.044, 0.098, -0.018]],
  "mulliken_charge": [-0.774, 0.634, 0.309, 0.279, 0.293, -0.359, -0.180, -0.019, -0.162, -0.023],
  "orbital_gap_ev": 10.237,
  "e_tot_ha": -715.63222,
  "homo_ev": -9.8,
  "smiles": "CSc1nnno1"
}

---

# 8
{
  "formula": "C2H3N3OS",
  "method": "ωB97M-V/def2-TZVPD",
  "symbols": ["C", "C", "H", "H", "H", "N", "N", "N", "O", "S"],
  "coordinates": [[-1.069, 1.176, 0.073], [0.768, 0.080, -0.045], [-3.080, -0.987, 0.339], [-1.752, 1.984, 0.226], [-0.197, -1.793, 0.296], [-1.431, -0.137, 0.338], [0.189, 1.326, -0.111], [-0.244, -0.836, 0.100], [-2.552, -0.621, -0.348], [2.353, -0.265, -0.033]],
  "forces_ev_per_angstrom": [[0.679, -0.319, 0.413], [0.080, -1.307, 0.076], [-0.835, -0.553, 0.930], [-0.536, 0.136, -0.371], [0.276, -1.275, 0.463], [-0.070, -0.171, 0.219], [-0.474, 1.091, 0.075], [-0.537, 1.986, -0.774], [0.905, 0.568, -0.935], [0.513, -0.155, -0.094]],
  "mulliken_charge": [-0.012, 0.197, 0.364, 0.400, 0.212, 0.022, -0.393, -0.026, -0.384, -0.379],
  "orbital_gap_ev": 8.189,
  "e_tot_ha": -715.61211,
  "homo_ev": -8.5,
  "smiles": "On1cnc(=S)[nH]1"
}